# 1
{"formula": "C11H20GaNO5Se", "method": "ωB97M-V with the def2-TZVPD basis set", "species": ["Se", "Ga", "O", "O", "O", "O", "O", "N", "C", "C", "C", "C", "C", "C", "C", "C", "C", "C", "C", "H", "H", "H", "H", "H", "H", "H", "H", "H", "H", "H", "H", "H", "H", "H", "H", "H", "H", "H", "H"], "xyz": [[-5.11515, 0.87924, -1.07165], [-0.83237, -0.01847, -0.02165], [-0.83729, 2.15451, 0.47135], [-0.82006, -1.82981, 1.26089], [0.84022, 0.28665, 1.34867], [0.42965, -1.48897, -1.02642], [0.12478, 0.96168, -1.68113], [-2.53688, -0.32010, -0.61875], [-0.28952, 2.35859, 1.76710], [0.55200, -1.26486, -2.43282], [0.92838, 0.20774, -2.59199], [1.01971, 1.57778, 1.93701], [-3.59344, 0.27563, -0.77045], [1.29189, -0.88213, 2.03412], [0.40671, -2.84743, -0.58041], [0.47866, 2.33892, -1.59306], [0.08888, -1.78693, 2.35444], [-0.46494, 3.02848, -0.59405], [-0.76156, -2.96717, 0.40516], [1.26570, 1.50726, 2.99888], [1.35194, -1.89373, -2.84032], [0.26200, -3.53303, -1.41872], [1.36561, -3.06835, -0.09199], [0.36648, 2.80867, -2.57487], [-0.13989, 3.42201, 1.96879], [0.74773, 0.53718, -3.62313], [1.98828, 0.34912, -2.34492], [-0.47836, -1.36751, 3.19241], [1.81290, -0.61983, 2.95597], [-1.39849, 3.29429, -1.09847], [-0.70443, -3.88438, 0.99783], [0.42558, -2.79580, 2.60802], [1.84125, 2.07854, 1.41076], [-1.70387, -2.94651, -0.15212], [-1.04323, 1.96139, 2.45926], [1.99809, -1.38720, 1.36801], [1.52417, 2.42688, -1.27584], [-0.39964, -1.48605, -2.93041], [0.00849, 3.93368, -0.20548]], "lumo_ev": -6.76, "largest_force_ev_per_a": 2.123, "e_homo_ev": -14.516, "molar_mass_da": 395.0, "gap_ev": 7.7584, "total_charge": 2}

---

# 2
{"formula": "C11H20GeN3O2S5SeTi", "method": "ωB97M-V with the def2-TZVPD basis set", "species": ["Se", "Ge", "Ti", "S", "S", "S", "S", "S", "O", "O", "N", "N", "N", "C", "C", "C", "C", "C", "C", "C", "C", "C", "C", "C", "H", "H", "H", "H", "H", "H", "H", "H", "H", "H", "H", "H", "H", "H", "H", "H", "H", "H", "H", "H"], "xyz": [[1.15664, -0.69481, 0.10454], [1.81508, -0.25640, -3.07442], [-0.72991, 0.34940, 1.58918], [-2.35570, -0.58095, 0.14244], [-7.99921, 0.00784, 1.51731], [-5.47552, 1.11157, 2.62911], [-2.50569, 1.51465, 2.80660], [-5.34271, -0.68509, 0.36861], [1.97807, -0.80720, 4.18266], [0.62257, 0.41028, 2.84729], [-1.21935, -1.35365, 2.90619], [0.04999, -1.71096, 3.41621], [-0.18597, 2.06616, 0.73977], [-6.36824, 0.11962, 1.51586], [0.41358, -0.64720, -1.71435], [-3.80829, -0.07315, 0.96541], [0.97236, -0.64444, 3.53649], [-3.86321, 0.76229, 2.02144], [1.11962, -0.74139, -4.85174], [1.06319, -2.62411, 0.37549], [1.07072, 4.20311, 1.48471], [0.38818, 3.00150, 1.07522], [2.11280, 1.68276, -2.89720], [3.42999, -1.29441, -2.63894], [1.58796, -3.12062, -0.43728], [-0.33553, 0.14160, -1.71685], [0.90954, -1.80989, -4.89746], [0.07625, -2.34902, 4.19702], [2.14045, 4.11967, 1.29920], [2.15991, 1.93655, -1.83661], [0.20019, -0.19755, -5.06747], [1.54490, -2.84313, 1.32313], [0.90362, 4.36239, 2.55017], [1.85064, -0.50211, -5.62446], [0.66680, 5.04990, 0.93060], [3.03802, 2.00341, -3.37477], [-0.10287, -1.59311, -1.86780], [4.29167, -0.91997, -3.19122], [-1.84528, -0.99896, 3.62650], [-1.65451, -2.14645, 2.45720], [1.28340, 2.22919, -3.34676], [3.63973, -1.21708, -1.57284], [3.28985, -2.34521, -2.89431], [0.01625, -2.91501, 0.39611]], "lumo_ev": [0.00, -0.01], "largest_force_ev_per_a": 2.199, "multiplicity": 2, "s_squared": 0.755, "e_homo_ev": [-6.872, -6.882], "molar_mass_da": 586.1, "gap_ev": [6.8686, 6.8686]}

---

# 3
{"formula": "C11H20IrN4O5", "method": "ωB97M-V with the def2-TZVPD basis set", "species": ["Ir", "O", "O", "O", "O", "O", "N", "N", "N", "N", "C", "C", "C", "C", "C", "C", "C", "C", "C", "C", "C", "H", "H", "H", "H", "H", "H", "H", "H", "H", "H", "H", "H", "H", "H", "H", "H", "H", "H", "H", "H"], "xyz": [[0.25899, -0.02075, 0.07188], [-1.10865, -0.45960, 1.51363], [-0.83466, 0.85127, -1.65381], [3.70023, -0.76537, 1.93940], [-1.10261, -1.79574, 3.29401], [-0.18632, 2.29737, 0.70129], [1.50478, -0.24109, 1.51173], [-1.36480, -2.39078, -0.21860], [-0.26113, -1.79625, -0.71172], [1.99187, 0.10446, -1.12223], [-0.58640, -3.74278, -1.75980], [-0.51642, -1.02873, 2.58461], [-0.41016, 2.71544, 2.04646], [-1.15316, 2.80202, -0.20126], [-0.76843, 2.29069, -1.55860], [-1.57459, -3.56855, -0.81189], [0.92688, -0.58670, 2.80526], [0.21604, -2.60975, -1.65660], [-2.09891, 0.35203, -2.12877], [3.15182, 0.21951, -0.17909], [2.83161, -0.37286, 1.20282], [3.35184, 1.27833, -0.01811], [0.87037, 0.31916, 3.41762], [-1.42760, 2.47003, 2.35775], [0.27336, 2.55727, -1.74114], [-2.16484, 2.48965, 0.08381], [0.29054, 2.17640, 2.67631], [-1.38453, 2.71618, -2.35170], [-0.45835, -4.57370, -2.42958], [-0.23916, 3.78969, 2.13979], [1.51524, -1.31868, 3.35297], [-2.00890, -0.72582, -2.21711], [-2.30212, 0.78310, -3.10842], [-2.89920, 0.60139, -1.43125], [-1.12586, 3.89733, -0.21974], [1.08565, -2.36735, -2.24252], [4.04453, -0.24757, -0.58742], [-2.40400, -4.19135, -0.52321], [-1.75311, -1.94990, 0.62684], [2.09308, -0.77787, -1.61072], [2.02706, 0.81989, -1.84290]], "lumo_ev": -3.25, "largest_force_ev_per_a": 1.705, "e_homo_ev": -11.463, "molar_mass_da": 480.5, "gap_ev": 8.2091, "total_charge": 1}

---

# 4
{"formula": "C11H20N2O3", "method": "ωB97M-V with the def2-TZVPD basis set", "species": ["O", "O", "O", "N", "N", "C", "C", "C", "C", "C", "C", "C", "C", "C", "C", "C", "H", "H", "H", "H", "H", "H", "H", "H", "H", "H", "H", "H", "H", "H", "H", "H", "H", "H", "H", "H"], "xyz": [[-2.10502, 2.61350, -2.30049], [1.18755, -0.88017, -0.14240], [-1.22477, 3.35167, -0.31475], [1.28522, -0.38451, 2.49569], [0.17630, 1.13610, 0.16842], [3.54387, -1.11417, 2.38217], [-1.55302, -1.15747, -3.10000], [3.27944, -0.14917, 1.08696], [-2.52643, -0.60186, -1.98013], [-1.30789, 2.47324, -1.18365], [-1.69239, -0.17599, -0.82722], [1.06124, 0.24606, 0.40488], [2.08896, -1.61048, 2.66159], [1.95157, 0.41187, 1.51010], [-2.53369, 0.11315, 0.41937], [-0.66358, 1.05784, -1.07179], [-3.35701, -1.21896, -1.65975], [-2.04268, 0.59217, 1.17189], [3.92745, 0.72571, 0.60925], [1.60522, -2.31926, 1.88480], [-2.86879, -0.92826, 0.90606], [4.33600, -1.99997, 2.36577], [-2.18276, -1.76470, -3.78380], [-2.65933, 3.36842, -2.19276], [-0.98264, -0.87933, -0.57527], [2.02348, -2.13693, 3.59291], [-3.39838, 0.78880, 0.18798], [-1.08606, -0.32633, -3.67959], [0.26113, 1.96285, 0.68812], [3.77414, -0.43459, 3.25090], [-0.84595, -2.04065, -2.85963], [0.31384, -0.43433, 2.27979], [0.05015, 1.00363, -1.93168], [-3.05770, 0.20404, -2.54396], [2.03219, 1.45303, 1.84434], [3.19033, -0.94494, 0.23587]], "lumo_ev": 0.53, "largest_force_ev_per_a": 5.334, "e_homo_ev": -8.361, "molar_mass_da": 228.3, "smiles": "CC[C@H](C)[C@H](NC(=O)[C@@H]1CCCN1)C(=O)O", "gap_ev": 8.8937}

---

Copy entry 1 word for word.
{"formula": "C11H20GaNO5Se", "method": "ωB97M-V with the def2-TZVPD basis set", "species": ["Se", "Ga", "O", "O", "O", "O", "O", "N", "C", "C", "C", "C", "C", "C", "C", "C", "C", "C", "C", "H", "H", "H", "H", "H", "H", "H", "H", "H", "H", "H", "H", "H", "H", "H", "H", "H", "H", "H", "H"], "xyz": [[-5.11515, 0.87924, -1.07165], [-0.83237, -0.01847, -0.02165], [-0.83729, 2.15451, 0.47135], [-0.82006, -1.82981, 1.26089], [0.84022, 0.28665, 1.34867], [0.42965, -1.48897, -1.02642], [0.12478, 0.96168, -1.68113], [-2.53688, -0.32010, -0.61875], [-0.28952, 2.35859, 1.76710], [0.55200, -1.26486, -2.43282], [0.92838, 0.20774, -2.59199], [1.01971, 1.57778, 1.93701], [-3.59344, 0.27563, -0.77045], [1.29189, -0.88213, 2.03412], [0.40671, -2.84743, -0.58041], [0.47866, 2.33892, -1.59306], [0.08888, -1.78693, 2.35444], [-0.46494, 3.02848, -0.59405], [-0.76156, -2.96717, 0.40516], [1.26570, 1.50726, 2.99888], [1.35194, -1.89373, -2.84032], [0.26200, -3.53303, -1.41872], [1.36561, -3.06835, -0.09199], [0.36648, 2.80867, -2.57487], [-0.13989, 3.42201, 1.96879], [0.74773, 0.53718, -3.62313], [1.98828, 0.34912, -2.34492], [-0.47836, -1.36751, 3.19241], [1.81290, -0.61983, 2.95597], [-1.39849, 3.29429, -1.09847], [-0.70443, -3.88438, 0.99783], [0.42558, -2.79580, 2.60802], [1.84125, 2.07854, 1.41076], [-1.70387, -2.94651, -0.15212], [-1.04323, 1.96139, 2.45926], [1.99809, -1.38720, 1.36801], [1.52417, 2.42688, -1.27584], [-0.39964, -1.48605, -2.93041], [0.00849, 3.93368, -0.20548]], "lumo_ev": -6.76, "largest_force_ev_per_a": 2.123, "e_homo_ev": -14.516, "molar_mass_da": 395.0, "gap_ev": 7.7584, "total_charge": 2}

---

- What is the formula in the second record?
  C11H20GeN3O2S5SeTi